[1]
{
  "formula": "C20H30B2F8K2O15",
  "method": "wB97M-V/def2-TZVPD",
  "charge": 1,
  "spin_multiplicity": 2,
  "lumo_energy_ev": [-3.8, -10.2],
  "homo_lumo_gap_ev": [8.5, 2.2],
  "s2": 0.760,
  "symbols": ["K", "K", "B", "F", "F", "F", "F", "B", "F", "F", "F", "F", "C", "C", "C", "O", "C", "O", "O", "H", "H", "H", "H", "H", "H", "C", "C", "C", "O", "C", "O", "O", "H", "H", "H", "H", "H", "H", "C", "C", "C", "O", "C", "O", "O", "H", "H", "H", "H", "H", "H", "C", "C", "C", "O", "C", "O", "O", "H", "H", "H", "H", "H", "H", "C", "C", "C", "O", "C", "O", "O", "H", "H", "H", "H", "H", "H"],
  "positions_angstrom": [[0.421, -1.226, 2.866], [1.992, -1.911, -1.991], [2.241, -3.821, 1.381], [0.839, -3.769, 1.428], [2.621, -3.528, 0.060], [2.738, -2.812, 2.197], [2.625, -5.086, 1.869], [-0.004, -0.427, -0.017], [-0.645, 0.500, 0.794], [0.024, -0.027, -1.362], [1.295, -0.497, 0.481], [-0.545, -1.716, 0.063], [-3.898, -1.383, -0.324], [-3.327, 0.002, -0.812], [-2.836, 0.185, -2.226], [-3.746, 1.041, -2.793], [-4.764, 1.326, -2.074], [-5.748, 1.865, -2.443], [-4.541, 0.800, -0.831], [-4.630, -1.756, -1.040], [-4.496, -1.291, 0.583], [-3.164, -2.157, -0.100], [-2.596, 0.568, -0.235], [-2.725, -0.755, -2.768], [-1.837, 0.614, -2.155], [-1.797, 4.346, -2.057], [-0.324, 3.997, -1.706], [0.302, 2.685, -1.962], [1.523, 3.038, -2.574], [1.577, 4.350, -2.799], [2.528, 4.888, -3.361], [0.335, 4.911, -2.574], [-1.953, 3.927, -3.051], [-2.052, 5.391, -1.885], [-2.519, 3.905, -1.369], [-0.322, 4.341, -0.672], [-0.285, 2.121, -2.687], [0.503, 2.101, -1.064], [-1.149, 3.404, 2.885], [-2.185, 2.585, 3.686], [-3.384, 2.167, 2.896], [-3.457, 0.828, 3.247], [-2.465, 0.502, 3.978], [-2.311, -0.612, 4.496], [-1.616, 1.389, 4.005], [-1.438, 4.445, 2.741], [-1.098, 2.935, 1.902], [-0.192, 3.407, 3.405], [-2.485, 3.103, 4.597], [-3.206, 2.389, 1.844], [-4.295, 2.663, 3.231], [-1.345, -4.769, -0.869], [-0.682, -6.180, -1.125], [0.765, -6.388, -0.989], [0.946, -7.431, -0.075], [-0.202, -7.715, 0.502], [-0.364, -8.611, 1.346], [-1.054, -6.777, 0.055], [-2.378, -4.606, -1.176], [-0.725, -4.168, -1.534], [-1.259, -4.284, 0.104], [-1.067, -6.701, -2.001], [1.376, -5.586, -0.574], [1.350, -6.628, -1.877], [3.782, 2.051, 0.315], [5.216, 1.643, 0.595], [6.126, 1.430, -0.591], [7.349, 2.063, -0.318], [7.189, 2.863, 0.737], [8.098, 3.626, 1.104], [5.813, 2.860, 1.022], [3.322, 2.435, 1.226], [3.270, 1.196, -0.127], [3.665, 2.701, -0.552], [5.294, 0.928, 1.414], [5.775, 1.753, -1.571], [6.214, 0.354, -0.740]]
}


[2]
{
  "formula": "C28H26N7S2Tc",
  "method": "wB97M-V/def2-TZVPD",
  "charge": 1,
  "spin_multiplicity": 4,
  "lumo_energy_ev": [-3.7, -4.3],
  "homo_lumo_gap_ev": [6.2, 6.5],
  "s2": 3.775,
  "symbols": ["Tc", "C", "N", "C", "C", "N", "C", "C", "C", "C", "C", "C", "C", "S", "C", "C", "C", "C", "C", "C", "S", "H", "H", "H", "H", "H", "H", "H", "H", "H", "H", "H", "H", "H", "H", "H", "H", "H", "H", "C", "C", "C", "C", "N", "C", "C", "C", "C", "C", "C", "N", "H", "H", "H", "H", "H", "H", "H", "H", "N", "C", "N", "C", "N"],
  "positions_angstrom": [[0.218, 0.250, 0.453], [-1.246, 2.764, -0.568], [-1.647, 1.319, -0.483], [-2.622, 1.225, 0.652], [-2.686, -0.157, 1.258], [-1.344, -0.566, 1.807], [-1.210, 0.031, 3.166], [-1.284, -2.036, 1.901], [-2.096, -2.714, 2.802], [-2.057, -4.095, 2.889], [-1.202, -4.817, 2.067], [-0.408, -4.152, 1.150], [-0.446, -2.762, 1.053], [0.504, -1.993, -0.214], [-2.274, 0.958, -1.789], [-2.911, 1.963, -2.518], [-3.439, 1.745, -3.780], [-3.312, 0.500, -4.372], [-2.713, -0.517, -3.658], [-2.247, -0.335, -2.343], [-1.879, -1.809, -1.502], [-2.114, 3.417, -0.498], [-0.738, 2.951, -1.509], [-0.589, 3.011, 0.248], [-3.616, 1.526, 0.310], [-2.297, 1.949, 1.400], [-2.977, -0.887, 0.511], [-3.424, -0.168, 2.064], [-1.972, -0.362, 3.838], [-1.318, 1.107, 3.103], [-0.228, -0.187, 3.577], [-2.778, -2.172, 3.442], [-2.695, -4.605, 3.597], [-1.165, -5.896, 2.130], [0.244, -4.703, 0.483], [-3.011, 2.957, -2.115], [-3.927, 2.559, -4.298], [-3.683, 0.319, -5.372], [-2.626, -1.507, -4.083], [3.481, -1.025, 3.135], [4.585, -0.433, 2.543], [4.425, 0.236, 1.343], [3.166, 0.322, 0.773], [2.092, -0.212, 1.382], [2.253, -0.888, 2.519], [2.914, 0.913, -0.562], [3.914, 1.411, -1.382], [3.598, 1.826, -2.663], [2.289, 1.720, -3.107], [1.336, 1.244, -2.231], [1.635, 0.869, -0.983], [3.562, -1.581, 4.057], [5.562, -0.503, 3.002], [5.279, 0.681, 0.855], [1.366, -1.344, 2.937], [4.934, 1.464, -1.033], [4.370, 2.213, -3.314], [2.006, 2.006, -4.109], [0.297, 1.148, -2.524], [0.219, 6.084, 2.747], [0.684, 5.031, 2.819], [1.253, 3.827, 2.945], [0.840, 2.857, 2.263], [0.522, 1.902, 1.650]]
}


[3]
{
  "formula": "C25H44FIN2O15P2S3",
  "method": "wB97M-V/def2-TZVPD",
  "spin_multiplicity": 1,
  "lumo_energy_ev": -0.6,
  "homo_lumo_gap_ev": 7.9,
  "symbols": ["C", "C", "S", "C", "C", "N", "C", "C", "O", "O", "P", "S", "C", "I", "O", "C", "C", "O", "O", "P", "N", "S", "O", "O", "F", "H", "H", "H", "H", "H", "H", "H", "H", "H", "H", "H", "H", "H", "H", "H", "H", "H", "H", "H", "H", "O", "C", "O", "C", "C", "C", "H", "H", "H", "H", "H", "H", "O", "C", "O", "C", "C", "C", "H", "H", "H", "H", "H", "H", "O", "C", "O", "C", "C", "C", "H", "H", "H", "H", "H", "H", "O", "C", "O", "C", "C", "C", "H", "H", "H", "H", "H", "H"],
  "positions_angstrom": [[-3.909, 2.328, 2.005], [-2.490, 2.581, 1.285], [-1.220, 1.526, 2.143], [-0.919, 0.100, 1.023], [0.113, -0.999, 1.521], [-0.403, -1.988, 2.483], [-1.083, -1.465, 3.656], [-2.637, -1.232, 3.563], [-3.381, -1.447, 2.605], [-3.243, -0.653, 4.721], [-1.011, -3.470, 1.809], [-0.255, -4.979, 2.829], [1.581, -0.410, 1.923], [2.193, 1.300, 0.727], [1.810, -0.351, 3.310], [1.898, 0.944, 3.895], [3.422, 1.453, 4.074], [4.286, 0.376, 4.529], [5.555, 0.534, 4.032], [1.299, 0.709, 5.718], [1.788, -0.683, 6.333], [2.785, -1.786, 1.355], [4.013, -1.600, 2.203], [2.253, -3.150, 1.618], [3.245, -1.506, -0.221], [-4.185, 1.231, 1.852], [-3.880, 2.604, 3.104], [-4.693, 2.919, 1.427], [-2.156, 3.660, 1.431], [-2.566, 2.335, 0.175], [-0.619, 0.519, 0.001], [-1.904, -0.451, 0.820], [0.338, -1.606, 0.571], [-0.908, -2.192, 4.526], [-0.629, -0.482, 4.015], [-3.727, 0.117, 4.346], [-2.422, -3.651, 1.849], [-0.482, -3.619, 0.471], [1.212, 1.749, 3.496], [3.836, 1.939, 3.141], [3.457, 2.245, 4.903], [5.524, 0.269, 3.079], [-0.140, 0.876, 5.765], [1.911, 1.784, 6.441], [0.950, -1.200, 6.624], [0.439, 2.450, -4.504], [1.473, 1.864, -4.323], [2.448, 2.296, -3.476], [3.586, 1.426, -3.579], [3.045, 0.127, -4.132], [1.903, 0.597, -5.012], [4.319, 1.889, -4.247], [4.038, 1.295, -2.595], [3.795, -0.460, -4.663], [2.651, -0.488, -3.317], [2.240, 0.837, -6.023], [1.094, -0.128, -5.040], [5.954, 3.827, 0.471], [5.303, 4.260, -0.440], [4.294, 3.574, -1.044], [3.801, 4.331, -2.158], [4.197, 5.763, -1.872], [5.498, 5.595, -1.109], [4.263, 3.947, -3.070], [2.723, 4.212, -2.232], [4.291, 6.371, -2.773], [3.450, 6.232, -1.225], [6.358, 5.535, -1.779], [5.638, 6.386, -0.374], [1.622, -0.881, -8.284], [0.674, -1.445, -7.811], [0.583, -1.805, -6.502], [-0.624, -2.553, -6.297], [-1.534, -2.162, -7.439], [-0.551, -1.896, -8.562], [-0.379, -3.619, -6.306], [-1.053, -2.298, -5.327], [-2.277, -2.924, -7.677], [-2.065, -1.239, -7.191], [-0.312, -2.805, -9.119], [-0.907, -1.117, -9.234], [-9.171, -2.012, 2.296], [-8.148, -2.609, 2.494], [-7.176, -2.188, 3.346], [-6.050, -3.072, 3.261], [-6.602, -4.369, 2.712], [-7.728, -3.889, 1.817], [-5.304, -2.624, 2.600], [-5.610, -3.202, 4.251], [-5.854, -4.970, 2.194], [-7.013, -4.972, 3.527], [-7.377, -3.659, 0.809], [-8.550, -4.602, 1.785]]
}


[4]
{
  "formula": "C31H40CoN4O",
  "method": "wB97M-V/def2-TZVPD",
  "charge": 3,
  "spin_multiplicity": 5,
  "lumo_energy_ev": [-9.2, -12.7],
  "homo_lumo_gap_ev": [6.7, 3.2],
  "s2": 6.021,
  "symbols": ["Co", "C", "C", "C", "C", "C", "C", "C", "C", "C", "C", "C", "C", "H", "H", "H", "H", "H", "H", "H", "H", "H", "H", "H", "H", "H", "H", "H", "H", "H", "H", "N", "C", "C", "C", "C", "C", "C", "C", "C", "N", "C", "H", "H", "H", "H", "H", "H", "H", "H", "C", "C", "N", "C", "C", "C", "O", "C", "C", "C", "C", "N", "C", "H", "H", "H", "H", "H", "H", "H", "H", "H", "H", "H", "H", "H", "H"],
  "positions_angstrom": [[0.172, 0.192, -0.083], [-3.565, 0.505, 0.459], [-2.388, 1.008, -0.308], [-2.066, 0.445, -1.567], [-3.044, -0.501, -2.182], [-0.899, 0.869, -2.252], [-0.649, 0.424, -3.656], [-0.013, 1.794, -1.618], [1.246, 2.246, -2.304], [-0.431, 2.457, -0.421], [0.366, 3.606, 0.111], [-1.694, 2.153, 0.152], [-2.342, 3.048, 1.149], [-3.699, -0.568, 0.332], [-4.480, 0.990, 0.108], [-3.471, 0.718, 1.522], [-4.060, -0.218, -1.923], [-2.899, -1.518, -1.817], [-2.981, -0.518, -3.263], [-1.086, 1.176, -4.318], [-1.122, -0.521, -3.900], [0.401, 0.351, -3.919], [2.113, 1.674, -1.963], [1.452, 3.292, -2.104], [1.183, 2.142, -3.382], [0.156, 4.491, -0.498], [1.439, 3.437, 0.057], [0.095, 3.852, 1.134], [-3.424, 2.960, 1.091], [-2.085, 4.090, 0.968], [-2.055, 2.822, 2.178], [0.528, -1.443, -1.486], [1.374, -2.397, -0.842], [1.382, -3.732, -1.170], [2.286, -4.599, -0.544], [3.167, -4.123, 0.396], [3.159, -2.763, 0.780], [4.004, -2.221, 1.768], [3.908, -0.882, 2.061], [2.939, -0.102, 1.417], [2.099, -0.582, 0.522], [2.228, -1.887, 0.163], [-0.217, -1.932, -1.985], [1.078, -0.954, -2.198], [0.707, -4.107, -1.927], [2.280, -5.643, -0.818], [3.876, -4.784, 0.868], [4.718, -2.856, 2.271], [4.566, -0.425, 2.780], [2.856, 0.948, 1.661], [-1.304, 3.806, 7.658], [-0.094, 3.922, 6.715], [0.210, 2.695, 6.020], [1.249, 1.838, 6.532], [1.135, 1.501, 8.015], [-0.436, 2.462, 4.842], [-1.079, 3.316, 4.262], [-0.390, 1.111, 4.167], [-0.927, -0.058, 4.706], [-1.080, -1.158, 3.874], [-0.741, -1.050, 2.533], [-0.246, 0.072, 2.005], [-0.063, 1.115, 2.811], [-1.464, 4.763, 8.146], [-1.122, 3.062, 8.429], [-2.201, 3.544, 7.103], [0.787, 4.238, 7.273], [-0.364, 4.674, 5.963], [2.212, 2.350, 6.387], [1.274, 0.923, 5.935], [1.247, 2.376, 8.649], [1.935, 0.814, 8.276], [0.182, 1.027, 8.232], [-1.258, -0.105, 5.733], [-1.504, -2.078, 4.248], [-0.898, -1.887, 1.864], [0.347, 2.014, 2.369]]
}


[5]
{
  "formula": "C8H18F6N5O4PdS2",
  "method": "wB97M-V/def2-TZVPD",
  "charge": 1,
  "spin_multiplicity": 3,
  "lumo_energy_ev": [-2.6, -4.3],
  "homo_lumo_gap_ev": [9.8, 9.2],
  "s2": 2.005,
  "symbols": ["Pd", "N", "C", "C", "N", "C", "C", "N", "C", "C", "N", "H", "H", "H", "H", "H", "H", "H", "H", "H", "H", "H", "H", "H", "H", "H", "H", "H", "H", "F", "C", "F", "F", "S", "O", "O", "N", "S", "O", "O", "C", "F", "F", "F"],
  "positions_angstrom": [[-0.061, -0.147, -0.240], [1.561, 1.473, -0.148], [1.567, 1.742, 1.304], [0.223, 2.343, 1.660], [-0.881, 1.440, 1.249], [-1.945, 2.167, 0.529], [-1.566, 2.417, -0.916], [-1.266, 1.136, -1.577], [-1.384, 0.665, 2.403], [-2.421, -0.362, 1.991], [-1.909, -1.177, 0.874], [2.472, 1.175, -0.485], [1.327, 2.317, -0.660], [2.370, 2.411, 1.620], [1.707, 0.790, 1.821], [0.106, 3.295, 1.137], [0.168, 2.559, 2.728], [-2.178, 3.115, 1.025], [-2.853, 1.569, 0.541], [-0.681, 3.048, -0.987], [-2.377, 2.951, -1.414], [-0.686, 1.253, -2.405], [-2.107, 0.638, -1.850], [-1.788, 1.326, 3.178], [-0.522, 0.147, 2.831], [-3.352, 0.109, 1.683], [-2.662, -0.973, 2.863], [-2.662, -1.598, 0.341], [-1.348, -1.940, 1.242], [-0.113, -4.867, -1.492], [-0.432, -3.897, -0.666], [-0.767, -4.391, 0.524], [-1.473, -3.219, -1.147], [1.055, -2.803, -0.438], [0.807, -2.108, 0.835], [2.201, -3.637, -0.560], [0.812, -1.747, -1.616], [1.940, -1.183, -2.669], [1.560, 0.178, -2.923], [2.156, -2.108, -3.726], [3.566, -1.070, -1.774], [4.233, -2.192, -1.863], [4.238, -0.083, -2.341], [3.364, -0.759, -0.480]]
}


[6]
{
  "formula": "C3H4N2O2S",
  "method": "wB97M-V/def2-TZVPD",
  "spin_multiplicity": 1,
  "smiles": "O=C[C@@H]1ON=CNS1",
  "lumo_energy_ev": 0.5,
  "homo_lumo_gap_ev": 9.1,
  "symbols": ["O", "C", "C", "O", "N", "C", "N", "S", "H", "H", "H", "H"],
  "positions_angstrom": [[-1.686, -0.348, 1.215], [-1.369, -1.010, 0.276], [-0.575, -0.401, -0.910], [0.650, -1.126, -1.027], [1.486, -1.137, 0.079], [1.451, -0.107, 0.838], [0.814, 1.104, 0.659], [-0.300, 1.391, -0.588], [-1.718, -2.042, 0.146], [-1.023, -0.505, -1.882], [2.036, -0.222, 1.721], [0.648, 1.642, 1.525]]
}


Copy entry 4 word for word.
{
  "formula": "C31H40CoN4O",
  "method": "wB97M-V/def2-TZVPD",
  "charge": 3,
  "spin_multiplicity": 5,
  "lumo_energy_ev": [-9.2, -12.7],
  "homo_lumo_gap_ev": [6.7, 3.2],
  "s2": 6.021,
  "symbols": ["Co", "C", "C", "C", "C", "C", "C", "C", "C", "C", "C", "C", "C", "H", "H", "H", "H", "H", "H", "H", "H", "H", "H", "H", "H", "H", "H", "H", "H", "H", "H", "N", "C", "C", "C", "C", "C", "C", "C", "C", "N", "C", "H", "H", "H", "H", "H", "H", "H", "H", "C", "C", "N", "C", "C", "C", "O", "C", "C", "C", "C", "N", "C", "H", "H", "H", "H", "H", "H", "H", "H", "H", "H", "H", "H", "H", "H"],
  "positions_angstrom": [[0.172, 0.192, -0.083], [-3.565, 0.505, 0.459], [-2.388, 1.008, -0.308], [-2.066, 0.445, -1.567], [-3.044, -0.501, -2.182], [-0.899, 0.869, -2.252], [-0.649, 0.424, -3.656], [-0.013, 1.794, -1.618], [1.246, 2.246, -2.304], [-0.431, 2.457, -0.421], [0.366, 3.606, 0.111], [-1.694, 2.153, 0.152], [-2.342, 3.048, 1.149], [-3.699, -0.568, 0.332], [-4.480, 0.990, 0.108], [-3.471, 0.718, 1.522], [-4.060, -0.218, -1.923], [-2.899, -1.518, -1.817], [-2.981, -0.518, -3.263], [-1.086, 1.176, -4.318], [-1.122, -0.521, -3.900], [0.401, 0.351, -3.919], [2.113, 1.674, -1.963], [1.452, 3.292, -2.104], [1.183, 2.142, -3.382], [0.156, 4.491, -0.498], [1.439, 3.437, 0.057], [0.095, 3.852, 1.134], [-3.424, 2.960, 1.091], [-2.085, 4.090, 0.968], [-2.055, 2.822, 2.178], [0.528, -1.443, -1.486], [1.374, -2.397, -0.842], [1.382, -3.732, -1.170], [2.286, -4.599, -0.544], [3.167, -4.123, 0.396], [3.159, -2.763, 0.780], [4.004, -2.221, 1.768], [3.908, -0.882, 2.061], [2.939, -0.102, 1.417], [2.099, -0.582, 0.522], [2.228, -1.887, 0.163], [-0.217, -1.932, -1.985], [1.078, -0.954, -2.198], [0.707, -4.107, -1.927], [2.280, -5.643, -0.818], [3.876, -4.784, 0.868], [4.718, -2.856, 2.271], [4.566, -0.425, 2.780], [2.856, 0.948, 1.661], [-1.304, 3.806, 7.658], [-0.094, 3.922, 6.715], [0.210, 2.695, 6.020], [1.249, 1.838, 6.532], [1.135, 1.501, 8.015], [-0.436, 2.462, 4.842], [-1.079, 3.316, 4.262], [-0.390, 1.111, 4.167], [-0.927, -0.058, 4.706], [-1.080, -1.158, 3.874], [-0.741, -1.050, 2.533], [-0.246, 0.072, 2.005], [-0.063, 1.115, 2.811], [-1.464, 4.763, 8.146], [-1.122, 3.062, 8.429], [-2.201, 3.544, 7.103], [0.787, 4.238, 7.273], [-0.364, 4.674, 5.963], [2.212, 2.350, 6.387], [1.274, 0.923, 5.935], [1.247, 2.376, 8.649], [1.935, 0.814, 8.276], [0.182, 1.027, 8.232], [-1.258, -0.105, 5.733], [-1.504, -2.078, 4.248], [-0.898, -1.887, 1.864], [0.347, 2.014, 2.369]]
}